Formula: C14H23N2O2
Source: the Open Molecules 2025 dataset
Level of theory: ωB97M-V/def2-TZVPD

## Properties
charge	+1
HOMO energy	-11.607	eV
relative energy (zero: lowest compared OMol25 entry of this formula, charge and spin)	200.10	kJ/mol
max |F|	1.89	eV/A
gap between HOMO and LUMO	8.661	eV

Last column: natural (NBO) charge in e.
Element x y z (Å)
C  0.806948  -1.745660  3.512848  -0.2621
O  -0.294192  -1.853837  2.600046  -0.4757
C  -0.020899  -1.808772  1.265052  0.3687
C  -1.051544  -2.270706  0.397752  -0.2694
C  -0.787387  -2.409048  -0.957446  -0.1565
C  0.465531  -2.047944  -1.503233  -0.1353
C  0.593233  -1.917144  -2.971616  0.3850
O  1.222634  -0.818494  -3.357003  -0.5392
C  0.613083  0.292285  -4.075335  -0.2491
C  1.484020  -1.569282  -0.634551  -0.1542
C  1.252904  -1.462906  0.727463  -0.3005
H  0.411681  -2.050317  4.487191  0.2192
H  1.639919  -2.402632  3.220312  0.1843
H  1.172209  -0.706152  3.568385  0.1886
H  -2.006078  -2.528391  0.843327  0.2465
H  -1.590427  -2.738967  -1.633704  0.2229
H  -0.202187  -2.395639  -3.566057  0.1965
H  1.481771  0.795468  -4.536238  0.2193
H  -0.110374  -0.019954  -4.838422  0.1926
H  0.136494  0.981011  -3.338051  0.2119
H  2.434285  -1.212520  -1.038848  0.2349
H  2.055237  -1.153749  1.417324  0.2371
N  3.027746  -4.283105  -2.034549  -0.8582
C  2.937031  -5.043326  -3.281233  -0.2285
C  1.695845  -4.640680  -4.077499  -0.0594
C  1.764536  -5.091308  -5.566887  -0.4121
C  1.340025  -3.888402  -6.395945  -0.4233
C  1.347402  -2.656009  -5.488131  -0.2258
N  1.577898  -3.142729  -4.077190  -0.4907
H  2.303402  -4.603460  -1.377333  0.3689
H  3.925364  -4.446460  -1.592619  0.3815
H  3.832462  -4.804543  -3.900422  0.1965
H  2.947405  -6.146839  -3.141977  0.2029
H  0.787352  -5.036531  -3.596881  0.2067
H  2.794284  -5.393456  -5.850360  0.2222
H  1.118885  -5.960515  -5.740332  0.2398
H  2.011812  -3.765455  -7.246063  0.2367
H  0.309608  -3.981726  -6.767731  0.2222
H  2.156523  -2.007974  -5.776557  0.2220
H  0.408646  -2.114862  -5.542472  0.2010
H  2.415770  -2.759273  -3.654095  0.4324

Forces on atoms 1 to 3 (eV/Å):
C 0.06 0.27 0.07
O 0.38 0.14 -0.95
C 0.17 -0.83 -0.22

=====

Formula: C14H23N4O2PPdS3
Source: the Open Molecules 2025 dataset
Level of theory: ωB97M-V/def2-TZVPD

## Properties
charge	-1
HOMO energy (spin up / spin down)	-2.364 / -4.355	eV
spin multiplicity	4
relative energy (zero: lowest compared OMol25 entry of this formula, charge and spin)	218.46	kJ/mol
max |F|	0.89	eV/A
gap between HOMO and LUMO (spin up / spin down)	5.233 / 6.419	eV

Last column: Mulliken spin population.
Element x y z (Å)
Pd  0.439352  -0.291484  -0.602732  1.1229
C  0.830391  4.337196  4.123925  0.0118
C  -0.399457  4.047012  3.275035  -0.0007
N  -0.706779  2.624635  3.202781  0.0334
C  -0.287196  1.901327  2.087063  0.1462
S  -1.332609  0.544216  1.628948  0.0692
N  0.786414  2.260400  1.493235  -0.0613
N  1.224944  1.576863  0.406163  0.3390
C  2.264733  2.135434  -0.231276  0.1640
C  2.894038  3.422394  0.226744  -0.0060
C  2.763581  1.489715  -1.379210  0.1434
C  3.848572  2.000794  -2.150823  0.0515
C  4.322056  1.300463  -3.221846  0.0051
C  3.732354  0.067345  -3.569846  0.1884
C  2.667701  -0.366010  -2.808736  -0.0736
N  2.184341  0.303597  -1.765526  0.2627
H  0.983698  5.413464  4.231587  -0.0003
H  1.713823  3.902116  3.657447  -0.0006
H  0.719782  3.899047  5.116833  -0.0033
H  -0.238260  4.424137  2.261215  -0.0008
H  -1.270266  4.559959  3.691069  -0.0040
H  -1.645163  2.377249  3.468195  -0.0010
H  2.511915  3.695745  1.204710  0.0049
H  2.671787  4.239717  -0.466794  0.0111
H  3.980377  3.328125  0.286827  0.0076
H  4.289734  2.950532  -1.883221  0.0290
H  5.149283  1.693882  -3.801272  0.0005
H  4.085192  -0.523105  -4.402886  0.0168
H  2.162703  -1.299268  -3.030706  0.0047
C  -3.276567  -5.376520  0.898087  0.0058
C  -2.043161  -4.527750  1.136891  0.0027
O  -1.477228  -4.162013  -0.106330  -0.0048
P  -0.993945  -2.566836  -0.307726  0.0454
S  -1.663717  0.964463  -0.357508  0.3287
S  0.936198  -2.666449  -0.935821  0.1533
O  -1.766744  -2.295215  -1.748350  0.0062
C  -3.185725  -2.252041  -1.694597  0.0017
C  -3.762278  -3.296481  -2.630202  0.0010
H  -3.717605  -5.690066  1.846792  0.0000
H  -3.018210  -6.266020  0.322259  0.0003
H  -4.023145  -4.813405  0.335481  -0.0003
H  -1.304106  -5.090551  1.717866  0.0036
H  -2.300218  -3.633256  1.717023  -0.0031
H  -3.505558  -1.243950  -1.972035  0.0019
H  -3.540779  -2.428338  -0.670767  -0.0034
H  -3.388957  -3.137945  -3.642545  0.0002
H  -4.853543  -3.239073  -2.647506  -0.0002
H  -3.461774  -4.294049  -2.307904  0.0003

Forces on atoms 1 to 3 (eV/Å):
Pd 0.49 0.62 0.40
C 0.02 -0.01 -0.02
C 0.14 -0.01 0.07

=====

Formula: C14H23O6S2Se2V
Source: the Open Molecules 2025 dataset
Level of theory: ωB97M-V/def2-TZVPD

## Properties
charge	+1
HOMO energy (spin up / spin down)	-11.903 / -12.057	eV
spin multiplicity	2
relative energy (zero: lowest compared OMol25 entry of this formula, charge and spin)	58.44	kJ/mol
max |F|	3.51	eV/A
gap between HOMO and LUMO (spin up / spin down)	7.396 / 8.534	eV

Last column: Mulliken spin population.
Element x y z (Å)
V  0.876208  0.086863  0.001324  1.3724
O  -1.104061  3.033193  0.543603  0.0023
C  -0.185327  4.113615  0.655147  0.0043
C  1.145324  3.957756  -0.121519  0.0030
C  1.679390  5.402445  -0.309639  0.0041
O  2.920669  5.454612  -0.975547  -0.0011
C  0.974085  3.393498  -1.531021  0.0296
Se  0.680888  1.439116  -1.767906  -0.2395
C  2.236689  3.187138  0.633476  0.0287
Se  1.754926  1.489145  1.523543  -0.1758
H  -1.529869  3.091369  -0.316925  0.0018
H  0.037119  4.212308  1.718776  0.0007
H  -0.676983  5.034289  0.324921  -0.0010
H  1.720574  5.890329  0.670661  0.0003
H  0.978875  5.956767  -0.938090  0.0007
H  3.643921  5.301274  -0.361197  0.0004
H  1.886581  3.585389  -2.092030  -0.0108
H  0.154218  3.885214  -2.056743  -0.0037
H  2.640637  3.798600  1.441936  0.0002
H  3.049168  2.931149  -0.044171  -0.0048
C  -3.312964  0.102952  1.427386  -0.0007
S  -1.562247  0.138356  1.852208  0.0020
C  -1.497197  -1.508815  2.579500  0.0020
O  -0.901265  -0.016673  0.472761  -0.0109
H  -3.472634  -0.644640  0.652618  0.0003
H  -3.600404  1.090727  1.073915  -0.0003
H  -3.877016  -0.143825  2.325009  -0.0005
H  -2.168814  -1.526119  3.436806  0.0002
H  -0.478054  -1.691101  2.901257  0.0005
H  -1.793502  -2.242670  1.830337  -0.0001
C  -2.047233  -5.625919  -2.031440  0.0000
C  -1.019781  -4.703677  -1.441690  -0.0007
C  -0.364347  -5.046991  -0.255926  0.0011
C  0.614314  -4.229055  0.276072  0.0048
C  0.938182  -3.049392  -0.381798  0.0016
C  0.305117  -2.684207  -1.559476  0.0040
C  -0.675403  -3.515980  -2.080632  -0.0041
S  2.091668  -1.978273  0.416209  0.0168
O  3.274349  -2.661601  0.785081  0.0005
O  2.299739  -0.839360  -0.562553  -0.0211
O  1.315028  -1.353341  1.511973  -0.0066
H  -2.624964  -6.119356  -1.251089  0.0000
H  -1.550483  -6.407965  -2.609543  0.0000
H  -2.723606  -5.093445  -2.697089  0.0000
H  -0.620738  -5.969558  0.249352  0.0000
H  1.137362  -4.492387  1.187512  -0.0002
H  0.596831  -1.788548  -2.098462  -0.0003
H  -1.164968  -3.243210  -3.006897  -0.0001

Forces on atoms 1 to 3 (eV/Å):
V -1.41 3.13 0.74
O 0.05 -0.06 0.00
C 0.22 -0.09 -0.08

=====

Formula: C14H24BO11
Source: the Open Molecules 2025 dataset
Level of theory: ωB97M-V/def2-TZVPD

## Properties
charge	-1
HOMO energy	-0.623	eV
max |F|	2.03	eV/A
gap between HOMO and LUMO	2.231	eV

Last column: natural (NBO) charge in e.
Element x y z (Å)
C  0.579219  1.655648  1.481341  -0.6288
C  -0.143363  3.057865  1.738106  -0.3953
C  -1.416500  3.137903  0.784393  -0.4454
C  -2.764428  3.602823  1.490963  -0.6510
C  -3.939435  2.593388  1.002199  -0.8352
B  -3.730395  1.252860  1.880734  1.1407
O  -3.595151  -0.071883  1.269899  -0.9698
O  -3.634945  1.260605  3.334742  -0.9751
H  1.497883  1.532236  2.128807  0.1854
H  0.949646  1.701511  0.406436  0.2270
H  -0.145294  0.794810  1.592047  0.1709
H  0.607211  3.840361  1.393871  0.1741
H  -0.351035  3.265373  2.820738  0.1940
H  -1.172580  3.928436  -0.001187  0.1656
H  -1.494731  2.152702  0.227625  0.1476
H  -2.686447  3.524613  2.628329  0.1206
H  -4.953917  3.056867  1.180572  0.2057
H  -3.791075  2.274913  -0.074259  0.1921
H  -2.636065  -0.241963  1.332647  0.4697
H  -2.732366  1.579564  3.499390  0.4942
C  0.185569  -1.165327  -2.785549  -0.1027
C  -0.871580  -0.229249  -2.275606  -0.0998
O  -0.162049  0.566271  -1.333479  -0.4718
C  1.149541  0.530785  -1.674205  0.9729
O  1.992218  1.226191  -1.188483  -0.5828
O  1.382955  -0.397068  -2.640493  -0.5032
H  0.029196  -1.445883  -3.822443  0.1916
H  0.269709  -2.057578  -2.185753  0.2102
H  -1.270027  0.422694  -3.058754  0.1766
H  -1.699324  -0.753407  -1.797818  0.2130
C  4.093259  -0.296358  4.367196  -0.1001
C  4.710150  0.547218  5.446805  -0.0994
O  4.086298  1.810802  5.258059  -0.4930
C  2.903365  1.586653  4.618294  0.9574
O  2.062093  2.407529  4.455748  -0.5373
O  2.814197  0.298315  4.191166  -0.4787
H  3.997825  -1.342927  4.656896  0.1962
H  4.643203  -0.237676  3.423789  0.1850
H  4.473383  0.181831  6.450331  0.1771
H  5.792594  0.629710  5.346382  0.1946
C  -0.199254  -4.229067  -6.401853  -0.0996
C  -0.879647  -5.461555  -5.879298  -0.1019
O  -0.638909  -5.386310  -4.478111  -0.4815
C  -0.416190  -4.080441  -4.174866  0.9753
O  -0.346768  -3.648668  -3.066506  -0.5752
O  -0.283791  -3.330521  -5.300784  -0.4898
H  -0.696431  -3.816199  -7.279201  0.2051
H  0.854327  -4.399953  -6.638379  0.1858
H  -1.958917  -5.450394  -6.053781  0.1865
H  -0.463230  -6.378050  -6.296696  0.2025

Forces on atoms 1 to 3 (eV/Å):
C 0.24 1.06 -0.32
C 0.67 -0.46 -1.02
C 0.00 1.09 0.60

=====

no.,molar mass (g mol⁻¹)
1,251.3
2,513.0
3,560.3
4,379.1